Version w
13
Properties=species:S:1:pos:R:3 method="wB97M-V/def2-TZVPD" e_homo_ev=-2.201 e_lumo_ha=0.1394 total_charge=-1 orbital_gap_ev=5.995
C 1.4967 0.8070 -2.9331
S 1.3307 0.9521 -1.1222
H 0.8072 1.5944 -3.2832
H 2.4900 1.1312 -3.2474
H 1.2347 -0.1893 -3.2535
N 0.1785 -0.7267 1.8442
C -1.2195 -0.7040 2.1729
O -2.0504 -0.6606 0.9948
H 0.2444 -1.1332 0.9167
H 0.6055 0.1826 1.8262
H -1.4708 -1.6519 2.6505
H -1.5782 0.1457 2.7710
H -2.0687 0.2526 0.6630

Version x
13
Properties=species:S:1:pos:R:3 method="wB97M-V/def2-TZVPD" e_homo_ev=-2.921 e_lumo_ha=0.1538 total_charge=-1 orbital_gap_ev=7.106
C 1.8374 0.3603 0.7048
C 0.6315 1.2741 0.1400
S -0.9398 0.3925 -0.1128
N 1.2268 -0.4363 1.6735
H 2.7463 0.9331 0.9612
H 2.2421 -0.4399 -0.0011
H 0.9540 1.5432 -0.8400
H 0.4701 2.3082 0.6278
H 0.4831 -0.9769 1.1324
H 0.5576 0.2267 2.1509
H -1.8641 -0.8931 -1.3878
H -0.7776 -1.6940 -2.2791
O -1.6470 -1.7550 -1.9179

version w is the most stable structure; the next one sits 38.1 kJ/mol above it.

Version w
87
Properties=species:S:1:pos:R:3 method="wB97M-V/def2-TZVPD" e_homo_ev="-10.485 / -10.486" spin_multiplicity=2 e_lumo_ha="-0.1592 / -0.1700" total_charge=+1 orbital_gap_ev="6.152 / 5.860"
Pb 0.3474 0.0729 0.5713
C 1.0779 2.4674 3.4120
C 0.5106 1.1556 3.8443
C -0.1015 0.8209 5.0557
C -0.4011 -0.5203 4.9427
N 0.0296 -0.9546 3.7474
N 0.5702 0.0809 3.0569
B -0.1665 -2.3358 3.0728
N 1.0697 -2.6809 2.1895
C 1.8806 -3.7415 2.3213
C 2.8596 -3.6680 1.3508
C 2.5750 -2.5012 0.6381
C 3.3100 -1.8901 -0.5088
N 1.4905 -1.9234 1.1519
N -1.4265 -2.2302 2.1696
C -2.6184 -2.8318 2.2604
C -3.4715 -2.2669 1.3336
C -2.7194 -1.2835 0.6939
C -3.1589 -0.3426 -0.3777
N -1.4847 -1.2643 1.2101
N -0.2859 -3.4088 4.1332
C 0.4507 -3.5108 5.2709
C 0.3108 -4.7838 5.7530
C -0.5342 -5.4284 4.8208
C -1.0194 -6.8416 4.8340
N -0.8750 -4.6036 3.8469
H 0.8474 3.2390 4.1438
H 2.1628 2.4091 3.3133
H 0.6600 2.7816 2.4551
H -0.2902 1.4659 5.8965
H -0.8847 -1.1905 5.6339
H 1.7035 -4.4802 3.0858
H 3.6703 -4.3566 1.1847
H 4.0462 -2.5886 -0.9030
H 2.6167 -1.6214 -1.3079
H 3.8455 -0.9895 -0.2017
H -2.7600 -3.6349 2.9615
H -4.4981 -2.5284 1.1434
H -4.0896 -0.6949 -0.8198
H -3.3420 0.6485 0.0371
H -2.4162 -0.2593 -1.1725
H 1.0300 -2.6814 5.6429
H 0.7410 -5.1949 6.6509
H -1.1863 -7.1875 5.8533
H -1.9517 -6.9270 4.2787
H -0.2893 -7.5095 4.3734
S -0.2361 -1.7349 -1.8245
C 0.6510 -1.3740 -3.2371
N 1.3795 -2.2688 -4.0280
N 1.2324 -3.5051 -3.9444
C 0.2288 -4.3536 -3.3602
C 0.6884 -5.5090 -2.7462
C -0.2332 -6.3956 -2.2168
C -1.5907 -6.1305 -2.3376
C -2.0307 -4.9887 -2.9943
C -1.1211 -4.0835 -3.5123
N 0.8977 -0.1890 -3.7578
N 0.4351 0.8292 -3.0881
C -0.4654 1.6405 -3.4607
C -1.2525 1.5041 -4.6799
C -2.3669 2.2066 -4.8688
C -2.9316 3.1432 -3.8527
C -1.8824 3.7429 -2.9009
C -0.6971 2.8185 -2.5549
H 1.9300 -4.0084 -4.4866
H 1.7519 -5.6984 -2.6597
H 0.1075 -7.2919 -1.7174
H -2.3114 -6.8243 -1.9263
H -3.0895 -4.7961 -3.0994
H -1.4537 -3.1938 -4.0273
H -0.9088 0.7832 -5.4111
H -2.9539 2.0643 -5.7676
H -3.4709 3.9512 -4.3368
H -1.5044 4.6384 -3.3979
H 0.2240 3.4027 -2.5074
Br -4.0746 6.1525 -2.2653
C -3.3079 4.9730 -1.0423
C -3.6676 4.9777 0.3441
Br -4.8981 6.2482 0.9580
C -3.1191 4.0616 1.2039
Br -3.5390 3.9815 3.0166
C -2.1511 3.0634 0.7526
O -1.6576 2.1889 1.4743
C -1.8137 3.1682 -0.6445
O -0.9330 2.3364 -1.1993
C -2.3841 4.0632 -1.5138
Br -4.3514 2.1522 -2.9248

Version x
87
Properties=species:S:1:pos:R:3 method="wB97M-V/def2-TZVPD" e_homo_ev="-10.508 / -10.893" spin_multiplicity=2 e_lumo_ha="-0.1695 / -0.1854" total_charge=+1 orbital_gap_ev="5.895 / 5.849"
Pb -0.0376 0.2310 -0.1354
C 2.0801 -2.8811 0.3650
C 0.7873 -3.2196 -0.3060
C 0.3273 -4.4598 -0.7538
C -0.9039 -4.1979 -1.3222
N -1.1518 -2.8837 -1.2055
N -0.1125 -2.2766 -0.5801
B -2.3757 -1.9962 -1.5563
N -1.9555 -0.8404 -2.5279
C -2.1913 -0.8307 -3.8498
C -1.6907 0.3403 -4.3800
C -1.1434 1.0201 -3.2909
C -0.4436 2.3396 -3.2564
N -1.3175 0.3084 -2.1800
N -2.9232 -1.4104 -0.2148
C -3.9727 -1.8662 0.4884
C -4.1515 -1.0634 1.5905
C -3.1293 -0.1134 1.5140
C -2.8874 1.0212 2.4537
N -2.3772 -0.3413 0.4334
N -3.4861 -2.7672 -2.2453
C -4.7321 -2.2915 -2.5043
C -5.3128 -3.1040 -3.4394
C -4.3252 -4.0710 -3.7314
C -4.4020 -5.2114 -4.6971
N -3.2283 -3.8556 -3.0282
H 2.4727 -3.7464 0.8967
H 1.9651 -2.0681 1.0849
H 2.8419 -2.5862 -0.3637
H 0.8225 -5.4129 -0.6766
H -1.6136 -4.8409 -1.8105
H -2.7023 -1.6551 -4.3209
H -1.7251 0.6623 -5.4066
H -0.4128 2.7768 -4.2522
H 0.5865 2.2339 -2.9060
H -0.9551 3.0424 -2.5966
H -4.5312 -2.7218 0.1485
H -4.9210 -1.1395 2.3395
H -3.8392 1.4715 2.7337
H -2.2676 1.7904 1.9971
H -2.4038 0.6788 3.3700
H -5.1063 -1.4038 -2.0196
H -6.3053 -3.0261 -3.8507
H -5.4381 -5.4875 -4.8875
H -3.8776 -6.0824 -4.3074
H -3.9462 -4.9473 -5.6525
S -0.0727 3.0473 0.6025
C 0.7083 2.9304 2.0811
N 1.4548 3.9182 2.6206
N 1.5945 4.9916 1.9327
C 2.3475 6.0833 2.4080
C 2.9365 6.0503 3.6676
C 3.6568 7.1545 4.0845
C 3.7862 8.2693 3.2621
C 3.1913 8.2841 2.0079
C 2.4671 7.1877 1.5721
N 0.7344 1.8409 2.9962
N 0.2135 0.7856 2.5969
C 0.2828 -0.2883 3.5452
C 0.8240 -0.1543 4.8217
C 0.8373 -1.2527 5.6601
C 0.3151 -2.4718 5.2335
C -0.2232 -2.5973 3.9622
C -0.2423 -1.5006 3.1129
H 1.1477 5.0501 1.0127
H 2.8239 5.1786 4.2948
H 4.1190 7.1472 5.0623
H 4.3499 9.1274 3.6022
H 3.2888 9.1502 1.3680
H 1.9962 7.1886 0.5961
H 1.2252 0.7978 5.1372
H 1.2549 -1.1622 6.6538
H 0.3296 -3.3251 5.8987
H -0.6320 -3.5422 3.6299
H -0.6753 -1.5906 2.1229
Br 5.8718 -2.5660 -4.4146
C 4.9251 -1.5343 -3.1897
C 5.6940 -0.8822 -2.0671
Br 7.5377 -1.1314 -2.0132
C 5.0913 -0.1473 -1.1185
Br 5.9579 0.6670 0.3150
C 3.6265 0.0410 -1.1530
O 3.0027 0.6283 -0.3093
C 2.8464 -0.5684 -2.3505
O 1.6659 -0.3528 -2.4344
C 3.5962 -1.3941 -3.3198
Br 2.5581 -2.1751 -4.6515

version x is the most stable structure; the next one sits 48.5 kJ/mol above it.